Record 1
19
Properties=species:S:1:pos:R:3 method="wB97M-V/def2-TZVPD" charge=-1 energy_ha=-3303.5890 gap_ev=7.8 de_lowest_kj_mol=434.69 molar_mass_g_mol=399.4
K 19.0420 13.2893 4.0347
N 21.5149 11.6822 6.7499
S 22.5324 12.0649 7.7088
O 23.3001 10.9815 8.3394
O 22.3202 13.2225 8.4802
F 23.5381 12.7531 6.6500
S 20.3729 10.9573 7.7954
O 19.2476 11.8576 7.9067
O 20.7025 9.8780 8.7347
F 19.7697 10.1256 6.5291
N 18.7186 10.5197 1.3225
S 18.3363 10.9097 -0.3213
O 16.8632 11.0657 -0.5561
O 19.1392 10.3500 -1.4336
F 18.8359 12.4587 -0.3447
S 17.6981 9.3369 1.3519
O 17.5267 8.4855 0.1459
O 16.5576 9.5253 2.2808
F 18.8098 8.4666 2.1976


Record 2
13
Properties=species:S:1:pos:R:3 method="wB97M-V/def2-TZVPD" energy_ha=-394.7572 gap_ev=8.7 de_lowest_kj_mol=552.18 molar_mass_g_mol=111.1
C -0.7581 -1.3334 -2.0649
C -0.1165 0.0164 -0.1877
C 1.4654 1.2616 0.2139
C -0.1556 0.3736 1.0331
H -0.9754 -0.3503 -2.6909
H 0.1523 -1.8481 -2.2329
H -1.8686 -1.8868 -2.1325
H 2.5803 1.7520 0.0076
H -1.4931 -0.9353 1.5177
N 0.9648 0.3463 -0.7919
N 0.7160 1.5059 1.2975
N -0.7876 -0.4163 1.9348
O -0.9074 -1.0866 -0.6898


Record 3
46
Properties=species:S:1:pos:R:3 method="wB97M-V/def2-TZVPD" energy_ha=-1181.6019 gap_ev=10.6 de_lowest_kj_mol=269.00 molar_mass_g_mol=296.3
C 1.6918 -1.6610 -0.4136
N 0.3846 -1.6812 -0.7672
C 1.0234 -0.8461 -3.1010
C -0.0796 -0.9937 -2.0047
C -0.5250 0.4356 -1.6483
N -1.5593 0.5655 -0.7346
O -0.0152 1.4244 -2.1132
O 2.5376 -0.8183 -0.6498
H 1.9625 -2.5105 0.2119
H -0.2447 -2.4664 -0.6386
H 0.8199 -0.7216 -4.1434
H 1.8088 -1.6051 -2.9090
H 1.6721 -0.0091 -2.8731
H -1.0063 -1.4561 -2.4183
H -2.0046 -0.2731 -0.3736
H -1.6716 1.3674 -0.1537
H 0.7941 -0.1703 4.1608
H -0.0372 -0.8234 5.2225
O 0.3942 -1.0153 4.3806
H 2.3451 0.8911 -0.7411
H 3.2963 2.2072 -0.6508
O 2.4224 1.8608 -0.8232
H -0.2183 -4.4635 2.2110
H -0.8604 -3.1615 2.5015
O -1.0721 -4.1353 2.5165
H 0.9381 2.1911 2.8787
H 0.0965 2.4822 4.2145
O 0.6711 1.8590 3.7697
H -1.2815 1.9949 -4.3613
H -0.1366 1.0119 -4.2948
O -1.0703 1.0676 -4.5026
H -0.5596 -0.3796 2.6360
H -0.5136 -0.6932 1.1538
O -0.8320 -1.0454 1.9935
H 0.6024 3.3754 0.7579
H 1.8482 3.8570 1.3925
O 1.0341 3.4052 1.6370
H 1.9035 3.8232 -1.2673
H 0.7156 3.0996 -1.5901
O 0.9895 4.0223 -1.4862
H -3.5886 0.3629 0.6391
H -2.6490 -0.7106 1.5494
O -3.4716 -0.2368 1.3749
H -1.6650 -3.9529 0.4710
H -2.5662 -2.5258 0.5259
O -2.1468 -3.2414 0.0496


Record 4
18
Properties=species:S:1:pos:R:3 method="wB97M-V/def2-TZVPD" charge=+1 energy_ha=-455.5281 gap_ev=9.6 de_lowest_kj_mol=521.58 molar_mass_g_mol=129.1
C 0.9008 -2.1168 -2.6469
C -0.9866 1.1959 1.7403
C 0.5485 1.0613 1.8394
C -1.1565 0.3662 0.4706
C 0.8361 0.2080 0.6175
N 1.6669 -2.6695 -3.3404
N -0.1184 0.9077 -0.4169
O 0.2822 -1.5012 -1.8664
O -0.3957 -0.8127 0.7679
H -1.5046 0.7535 2.5863
H -1.3395 2.2159 1.6059
H 1.0883 2.0035 1.7764
H 0.8828 0.5449 2.7352
H -2.1574 0.1908 0.0705
H -0.2967 -1.4026 -0.0191
H 1.8273 -3.3156 -4.0766
H -0.0422 0.4484 -1.3347
H -0.0354 1.9225 -0.5091


Record 5
17
Properties=species:S:1:pos:R:3 method="wB97M-V/def2-TZVPD" energy_ha=-343.1640 gap_ev=10.5 de_lowest_kj_mol=98.39 molar_mass_g_mol=102.1
O 0.6614 0.5201 1.9999
C 0.0630 0.4362 0.9400
N 0.1569 -0.6719 0.1502
C 1.2309 -1.6256 0.3390
N 1.8184 -2.0572 -0.9403
C -0.7561 1.6022 0.4346
C -1.9574 1.2850 -0.4713
H -0.3242 -0.6418 -0.7364
H 1.9760 -1.1558 0.9848
H 0.8784 -2.4997 0.8812
H 2.7851 -1.7383 -0.9620
H 1.4292 -1.4736 -1.6804
H -0.0406 2.2555 -0.0639
H -1.1005 2.1492 1.3100
H -2.8767 1.6913 -0.0688
H -1.8353 1.7044 -1.4727
H -2.1086 0.2198 -0.6441


Record 6
12
Properties=species:S:1:pos:R:3 method="wB97M-V/def2-TZVPD" energy_ha=-194.1201 gap_ev="7.3 / 9.0" de_lowest_kj_mol=566.60 molar_mass_g_mol=60.1
C -1.1362 0.3777 -0.1427
C -0.0006 -0.4303 0.3549
C 1.1596 0.2920 -0.2824
O -2.3970 -0.0876 -0.2427
H -2.3867 -1.0445 -0.3800
H -1.1356 1.4458 0.0400
H 2.0445 -0.2388 1.0795
H 0.0962 -0.5073 1.4608
H -0.0454 -1.4550 -0.0235
H 1.9162 -0.2784 -0.8097
H 1.4566 1.2410 0.1538
H 0.4284 0.6855 -1.2079


Record 7
16
Properties=species:S:1:pos:R:3 method="wB97M-V/def2-TZVPD" energy_ha=-818.8821 gap_ev=11.0 de_lowest_kj_mol=0.00 molar_mass_g_mol=195.1
C -1.0389 -0.2741 -1.4865
C 0.4436 0.5464 0.4278
C 2.7292 0.3112 -0.0147
C -0.8646 -0.0697 -0.0930
N -1.1703 -0.5046 -2.6214
N -1.1444 -1.4774 0.5597
N -2.0464 0.8124 0.5373
O 0.6075 1.2608 1.3251
O -0.3394 -1.8448 1.3890
O -2.1164 -2.0705 0.1818
O 1.3087 0.1320 -0.3962
F -2.1687 1.7976 -0.3863
F -3.1744 0.0390 0.2275
H 3.0196 -0.4998 0.5889
H 2.6526 1.2044 0.5667
H 3.3022 0.6372 -0.8058


Record 8
17
Properties=species:S:1:pos:R:3 method="wB97M-V/def2-TZVPD" energy_ha=-251.8182 gap_ev=10.3 de_lowest_kj_mol=116.30 molar_mass_g_mol=85.1
C -1.9390 0.2422 1.5616
C -1.3918 0.1036 0.1434
C 0.1184 0.0893 0.1006
C 0.9066 -1.1668 0.0009
N 0.7263 -0.3024 -1.1523
C 1.8807 0.4657 -1.5828
H -1.5714 -0.5617 2.2091
H -1.6323 1.1943 2.0096
H -3.0334 0.2090 1.5719
H -1.7569 -0.8192 -0.3229
H -1.7534 0.9308 -0.4815
H 0.6044 0.9075 0.6427
H 0.4065 -2.1334 -0.0391
H 1.8913 -1.1826 0.4715
H 1.5727 1.4953 -1.7932
H 2.2813 0.0353 -2.5053
H 2.6902 0.4931 -0.8342


Record 9
8
Properties=species:S:1:pos:R:3 method="wB97M-V/def2-TZVPD" charge=-1 energy_ha=-307.1160 gap_ev="7.3 / 6.5" multiplicity=2 de_lowest_kj_mol=81.66 molar_mass_g_mol=244.6
C 0.7268 0.1936 0.6765
C 0.1811 -0.6762 -0.3084
O -0.7806 -0.9957 -1.1597
Hg -1.5677 1.5865 -0.9637
H 1.8175 0.3082 0.6854
H 0.1346 0.3240 1.5935
H 1.0493 -0.7250 -1.0324
H -1.5611 -0.0153 0.5089


Record 10
27
Properties=species:S:1:pos:R:3 method="wB97M-V/def2-TZVPD" energy_ha=-1012.1829 gap_ev=9.7 de_lowest_kj_mol=660.68 molar_mass_g_mol=206.3
C -0.1800 -1.9131 0.0661
C 1.8588 1.5067 0.4690
C 1.2805 0.6668 1.5575
C 1.6206 0.7884 -0.9891
C -0.2082 0.4358 1.2547
C 0.2402 0.4357 -1.2576
C -0.4782 -0.3978 -0.0829
C 0.0287 -2.7037 -1.1409
O -0.2497 -2.4810 1.1536
O -2.9090 -0.9279 0.7828
O -3.6669 1.7904 0.1894
O -2.3758 1.3645 -0.2299
S -2.2375 -0.3525 -0.3665
H 1.5605 2.6022 0.3410
H 3.0337 1.5050 0.4838
H 1.8222 -0.2099 1.5925
H 1.2951 1.3061 2.3520
H 1.9899 1.3508 -1.7402
H 2.3072 -0.0548 -0.7776
H -0.6596 0.0287 2.1208
H -0.5718 1.4264 1.0482
H -0.5388 1.2319 -1.4248
H 0.1965 -0.1057 -2.1077
H 0.6297 -2.2870 -1.9918
H -0.9246 -3.1085 -1.6670
H 0.5798 -3.5814 -0.7897
H -3.4434 1.6841 1.1544


Record 11
8
Properties=species:S:1:pos:R:3 method="wB97M-V/def2-TZVPD" energy_ha=-283.0889 gap_ev=10.6 de_lowest_kj_mol=444.07 molar_mass_g_mol=73.1
C 1.9055 0.2941 0.9868
C -1.3056 -0.4481 -1.1568
N 0.8233 0.6409 1.2288
O -0.2598 1.1131 1.3504
O -1.0948 -0.2537 -2.3053
H 2.8491 -0.0543 0.8375
H -1.6940 0.2483 -0.3844
H -1.2236 -1.5402 -0.5570


Record 12
9
Properties=species:S:1:pos:R:3 method="wB97M-V/def2-TZVPD" energy_ha=-1501.0776 gap_ev=8.7 de_lowest_kj_mol=23.46 molar_mass_g_mol=159.6
C -0.9337 1.1051 -0.1832
N 0.0496 0.2521 -0.0785
O -3.6508 0.5271 -1.1842
O -1.9534 -1.2681 -1.1422
S -1.1910 2.6526 0.0117
S -2.5454 -0.1002 -0.5400
Cl -3.1481 -0.6954 1.3508
H 0.9797 0.5582 0.1688
H -0.1149 -0.7053 -0.3679


Please write out number 8 again, unchanged.
17
Properties=species:S:1:pos:R:3 method="wB97M-V/def2-TZVPD" energy_ha=-251.8182 gap_ev=10.3 de_lowest_kj_mol=116.30 molar_mass_g_mol=85.1
C -1.9390 0.2422 1.5616
C -1.3918 0.1036 0.1434
C 0.1184 0.0893 0.1006
C 0.9066 -1.1668 0.0009
N 0.7263 -0.3024 -1.1523
C 1.8807 0.4657 -1.5828
H -1.5714 -0.5617 2.2091
H -1.6323 1.1943 2.0096
H -3.0334 0.2090 1.5719
H -1.7569 -0.8192 -0.3229
H -1.7534 0.9308 -0.4815
H 0.6044 0.9075 0.6427
H 0.4065 -2.1334 -0.0391
H 1.8913 -1.1826 0.4715
H 1.5727 1.4953 -1.7932
H 2.2813 0.0353 -2.5053
H 2.6902 0.4931 -0.8342


Copy entry 1 word for word.
19
Properties=species:S:1:pos:R:3 method="wB97M-V/def2-TZVPD" charge=-1 energy_ha=-3303.5890 gap_ev=7.8 de_lowest_kj_mol=434.69 molar_mass_g_mol=399.4
K 19.0420 13.2893 4.0347
N 21.5149 11.6822 6.7499
S 22.5324 12.0649 7.7088
O 23.3001 10.9815 8.3394
O 22.3202 13.2225 8.4802
F 23.5381 12.7531 6.6500
S 20.3729 10.9573 7.7954
O 19.2476 11.8576 7.9067
O 20.7025 9.8780 8.7347
F 19.7697 10.1256 6.5291
N 18.7186 10.5197 1.3225
S 18.3363 10.9097 -0.3213
O 16.8632 11.0657 -0.5561
O 19.1392 10.3500 -1.4336
F 18.8359 12.4587 -0.3447
S 17.6981 9.3369 1.3519
O 17.5267 8.4855 0.1459
O 16.5576 9.5253 2.2808
F 18.8098 8.4666 2.1976